Record 1
2 unconnected molecules or ions with the total composition C18H20N2O3 at a distorted geometry, computed with the ωB97M-V functional and the def2-TZVPD basis.

The energy above the lowest of the compared OMol25 structures with the same formula, charge and spin is 765.36 kJ/mol. The value obtained for the LUMO energy is -0.366 eV. The calculation puts the orbital gap at 8.4 eV. The total energy is -28107.1591 eV.

Geometry as XYZ:
```
43
Properties=species:S:1:pos:R:3:forces:R:3
C -1.987879 1.271950 0.141538 1.1478 3.0649 -0.0086
C -0.428511 1.400010 -0.074593 0.1104 -1.4522 -5.3345
C -2.374917 0.199828 -0.834321 -0.8669 -3.2679 0.5323
C -3.787082 -0.488934 -0.489233 1.5706 0.9085 1.5501
C -4.988190 0.069036 -0.906384 0.8374 1.5503 -0.9164
C -3.848793 -1.546378 0.455546 2.9647 -0.5130 -3.0878
C -6.204428 -0.312944 -0.353757 -0.0542 -2.6711 0.9088
C -5.058471 -2.171669 0.573920 -2.0501 -2.2409 3.2333
C -6.309854 -1.526869 0.443619 0.8447 2.1897 -1.3366
C 1.670122 0.494834 0.578687 2.5313 -1.0601 0.5969
C 2.278162 1.915383 0.678253 -1.6581 -1.1285 1.1201
C 2.239811 -0.181336 -0.648873 -0.1542 -1.8861 -0.8434
C 3.658880 -0.625711 -0.366108 3.0442 -1.4455 -1.2831
C 3.971009 -1.893982 0.289828 -5.2620 1.1876 -0.0548
C 4.778801 -0.022856 -0.996391 -2.3863 -0.4582 0.6827
C 5.150682 -2.403634 0.573387 4.2881 3.0206 -2.3938
C 6.097532 -0.550561 -0.832675 -1.2010 2.3349 -1.4313
C 6.312169 -1.608516 -0.024020 -0.0519 -1.8782 2.7637
H -3.010815 3.103483 0.893641 1.8059 -2.0007 -3.7571
H -2.086032 3.440257 -0.733305 -1.5140 -3.8138 2.5912
H -2.296189 0.945304 1.141101 0.5705 0.0862 -0.0476
H -1.504647 -0.601757 -0.669930 -2.1287 1.3717 -0.9993
H -2.466821 0.583005 -1.843690 0.5474 0.0102 -0.1989
H -4.843170 0.910868 -1.650031 -0.8247 -0.9388 0.9859
H -2.805172 -2.067560 0.605442 -2.3939 0.7688 0.2579
H -7.118245 0.131215 -0.638047 -0.7371 0.8728 -0.2340
H -5.094097 -3.201589 1.030256 0.2072 1.1448 -0.2811
H -7.302528 -1.819920 0.933066 1.7800 0.0451 -1.1268
H -0.046364 0.897781 2.006364 0.7288 -1.9336 -4.5502
H 2.096927 -0.225648 1.422570 -0.9988 1.9312 -1.2512
H 1.580745 -1.118157 -0.686852 0.9852 1.0253 -0.4977
H 2.207265 0.339893 -1.649430 -0.3142 -0.2282 1.4380
H 3.045589 -2.476117 0.600222 1.1004 0.6007 -0.2351
H 4.474322 0.883465 -1.561319 1.0495 -0.6255 0.1815
H 5.236671 -3.336384 1.034378 0.5381 -1.0931 0.7860
H 6.847759 0.048940 -1.417972 -0.2190 -1.0112 1.1777
H 7.351096 -1.697502 0.393192 -1.0049 -0.7439 -0.8518
H 2.047590 3.487489 1.599002 0.2465 1.0226 0.2511
N -2.611561 2.590524 -0.087234 -0.8718 4.5782 1.2194
N 0.247993 0.412209 0.598209 -1.0076 2.8659 6.9020
O 0.076910 1.786371 -1.199604 -2.0379 -0.0202 4.4854
O 3.122340 2.351681 -0.023759 0.6387 0.5768 -0.3289
O 1.681391 2.614511 1.695327 0.2000 -0.7458 -0.6140
```
Forces are in eV/Å.

=====

Record 2
C5H7N in the gas phase at a distorted geometry, computed with the ωB97M-V functional and the def2-TZVPD basis.

The energy above the lowest of the compared OMol25 structures with the same formula, charge and spin is 297.70 kJ/mol. The value obtained for the LUMO energy is 0.868 eV. The structure (SMILES) is C/C=C/CC#N. The calculation puts the orbital gap at 10.1 eV. The total energy is -6785.4271 eV.

Geometry as XYZ:
```
13
Properties=species:S:1:pos:R:3:forces:R:3
C 1.864651 -0.697097 -0.046811 -0.6057 -0.2310 -0.6172
C 0.514940 -0.267498 0.462466 0.6786 0.5492 -2.1082
C -0.287333 0.187679 -0.507365 1.7565 0.4883 -1.5329
C -1.611255 0.920703 -0.396898 0.1102 2.2253 -1.7523
C -2.020268 0.242889 0.775333 0.4344 -1.7820 3.8355
N -1.650690 -0.458941 1.639027 -3.1775 1.4315 -0.5059
H 1.747836 -1.815912 -0.007546 0.8274 0.7921 -1.0277
H 2.621009 -0.483875 0.674491 0.6985 0.3277 0.4729
H 2.100134 -0.108913 -1.031889 -0.1859 -1.9244 1.7047
H 0.287317 -0.440289 1.497942 0.0313 0.2776 0.0718
H 0.184527 0.059081 -1.516633 -0.8225 0.7372 0.7419
H -2.321002 0.716879 -1.256176 0.9612 0.4367 0.8823
H -1.429866 2.145293 -0.285942 -0.7063 -3.3281 -0.1648
```
Forces are in eV/Å.

=====

Record 3
C5H4N2 in the gas phase, computed with the ωB97M-V functional and the def2-TZVPD basis.

The energy above the lowest of the compared OMol25 structures with the same formula, charge and spin is 173.57 kJ/mol. The value obtained for the LUMO energy is 0.937 eV. The structure (SMILES) is C#Cc1cn[nH]c1. The calculation puts the orbital gap at 9.9 eV. The total energy is -8227.6945 eV.

Geometry as XYZ:
```
11
Properties=species:S:1:pos:R:3:forces:R:3
C 2.807618 -0.396715 0.325103 -0.5043 0.0999 -0.0776
C 1.623445 -0.203405 0.210781 0.4799 -0.0554 0.0231
C 0.224408 0.034500 0.070988 -0.0733 -0.0310 -0.0511
C -0.545931 1.100983 0.605068 0.0126 0.0262 0.0365
N -1.819389 0.998254 0.271725 0.2116 -0.0547 0.0518
N -1.883097 -0.116049 -0.471239 -0.2292 -0.1312 -0.1120
C -0.693115 -0.730476 -0.625337 -0.0166 0.0620 0.0743
H 3.857613 -0.558557 0.407972 -0.1189 0.0064 0.0189
H -0.207623 1.925674 1.218243 -0.0264 -0.1267 -0.1018
H -2.785326 -0.416267 -0.811589 0.2701 0.0589 0.0209
H -0.578606 -1.637939 -1.201711 -0.0056 0.1457 0.1168
```
Forces are in eV/Å.

=====

Record 4
A molecular structure, C4H6N2S2 at a distorted geometry, computed with the ωB97M-V functional and the def2-TZVPD basis.

The energy above the lowest of the compared OMol25 structures with the same formula, charge and spin is 473.95 kJ/mol. The value obtained for the LUMO energy is 0.355 eV. The calculation puts the orbital gap at 8.7 eV. The total energy is -28891.2986 eV.

Geometry as XYZ:
```
14
Properties=species:S:1:pos:R:3:forces:R:3
C 3.475167 -0.539698 0.449204 -1.0265 -1.7780 1.4705
C -0.060697 0.475475 0.679610 -1.1147 -1.6797 -3.9460
C -0.469063 -0.714554 1.531700 -0.8940 0.5392 4.3241
C -1.488054 0.185204 -0.001625 1.7628 4.9869 -4.5377
H 4.007150 -0.988870 1.502368 -0.7804 1.2548 -3.4316
H 4.037219 -0.325803 -0.598455 -1.1720 -0.1744 2.8035
H 0.109390 1.403737 1.111546 -0.0299 1.4188 1.1981
H -0.159538 -1.785157 1.544741 0.4659 1.1206 -0.9348
H -0.476383 -0.432222 2.691334 0.0839 -0.4938 -2.3135
H -2.365762 -1.532266 0.937888 0.5681 3.5542 -0.5226
N 2.180802 -0.577672 0.650435 2.7016 1.9535 -2.6170
N -1.834202 -0.537713 0.955607 -2.0380 -8.4591 5.0325
S 1.127851 0.306210 -0.703351 1.2141 -1.9958 2.7797
S -2.148001 0.633147 -1.445714 0.2591 -0.2473 0.6949
```
Forces are in eV/Å.